# 1
The following is a DFT calculation (wB97M-V/def2-TZVPD) of a 12-piece molecular cluster, C56H124O32P4S8 overall in a non-equilibrium geometry.

Structure (ORCA input):
```
! RIJCOSX wB97M-V def2-TZVPD def2/J DEFGRID3
* xyz 0 1
C 18.861 -20.955 -22.507
C 20.243 -21.517 -21.897
O 20.351 -22.943 -22.052
P 19.381 -23.946 -21.139
O 18.294 -23.242 -20.394
O 20.457 -24.766 -20.186
C 19.983 -25.417 -19.059
C 21.092 -26.169 -18.453
O 18.837 -25.105 -22.154
C 19.648 -25.478 -23.267
C 19.337 -24.740 -24.557
H 18.787 -19.929 -22.147
H 18.763 -20.975 -23.593
H 18.054 -21.486 -22.001
H 21.113 -21.122 -22.422
H 20.256 -21.253 -20.840
H 19.561 -24.754 -18.304
H 19.235 -26.132 -19.404
H 20.838 -26.721 -17.548
H 21.456 -26.846 -19.225
H 22.040 -25.634 -18.401
H 20.673 -25.518 -22.898
H 19.326 -26.488 -23.520
H 19.422 -23.656 -24.634
H 19.847 -24.986 -25.489
H 18.318 -25.034 -24.806
C 6.834 -13.785 -25.988
C 7.830 -13.491 -27.096
O 7.329 -13.688 -28.353
P 6.352 -12.577 -28.985
O 6.294 -11.309 -28.155
O 6.876 -12.501 -30.473
C 8.214 -12.113 -30.749
C 8.911 -13.377 -31.229
O 4.963 -13.298 -29.238
C 3.837 -12.439 -29.242
C 2.823 -13.032 -28.206
H 7.274 -14.212 -25.087
H 6.286 -12.930 -25.591
H 6.132 -14.531 -26.361
H 8.414 -12.598 -26.872
H 8.530 -14.321 -26.992
H 8.208 -11.330 -31.507
H 8.622 -11.690 -29.831
H 9.436 -13.875 -30.414
H 8.257 -14.051 -31.782
H 9.753 -13.072 -31.851
H 4.054 -11.446 -28.848
H 3.543 -12.429 -30.292
H 3.242 -12.895 -27.210
H 1.816 -12.613 -28.195
H 2.575 -14.059 -28.476
C 24.876 -8.945 -29.683
C 24.941 -9.983 -28.544
O 23.720 -10.702 -28.480
P 23.165 -11.307 -27.055
O 23.571 -10.611 -25.845
O 21.613 -11.468 -27.335
C 20.717 -12.112 -26.435
C 19.354 -12.525 -26.997
O 23.694 -12.815 -27.149
C 24.981 -13.042 -26.573
C 24.749 -13.807 -25.206
H 24.185 -8.135 -29.453
H 25.791 -8.356 -29.746
H 24.505 -9.336 -30.631
H 25.798 -10.638 -28.697
H 25.055 -9.453 -27.598
H 21.242 -12.997 -26.077
H 20.490 -11.449 -25.600
H 18.711 -11.720 -27.352
H 19.544 -13.212 -27.822
H 18.793 -13.049 -26.223
H 25.413 -13.725 -27.305
H 25.701 -12.244 -26.394
H 24.134 -13.122 -24.622
H 24.217 -14.753 -25.300
H 25.696 -14.045 -24.720
C 1.649 -9.925 -21.582
C 0.362 -10.589 -20.985
O 0.653 -11.962 -20.843
P 0.909 -12.534 -19.312
O 1.809 -11.695 -18.444
O -0.618 -12.718 -18.785
C -0.838 -12.208 -17.495
C -2.380 -12.294 -17.128
O 1.431 -14.053 -19.508
C 1.756 -14.830 -18.426
C 2.669 -16.004 -18.862
H 2.301 -9.667 -20.748
H 2.183 -10.552 -22.296
H 1.424 -8.983 -22.083
H 0.090 -10.121 -20.039
H -0.529 -10.568 -21.612
H -0.239 -12.674 -16.712
H -0.637 -11.141 -17.401
H -2.712 -13.328 -17.043
H -2.673 -11.673 -16.281
H -2.937 -11.925 -17.989
H 2.410 -14.366 -17.687
H 0.861 -15.154 -17.896
H 2.752 -16.665 -17.999
H 2.398 -16.571 -19.753
H 3.716 -15.856 -19.127
O 9.975 -26.465 -22.097
S 9.977 -25.388 -21.140
O 9.899 -25.690 -19.727
C 11.309 -24.148 -21.537
C 10.710 -23.174 -22.516
C 9.366 -22.872 -21.915
C 8.617 -24.094 -21.523
H 12.086 -24.782 -21.964
H 11.613 -23.730 -20.577
H 11.340 -22.294 -22.645
H 10.744 -23.798 -23.408
H 8.777 -22.273 -22.609
H 9.489 -22.259 -21.022
H 7.928 -24.428 -22.299
H 8.153 -23.939 -20.549
O 14.811 -14.971 -8.354
S 13.963 -14.170 -7.419
O 12.860 -14.772 -6.636
C 15.150 -13.329 -6.337
C 14.817 -11.910 -6.573
C 14.344 -11.645 -8.062
C 13.352 -12.727 -8.318
H 16.089 -13.668 -6.775
H 15.133 -13.638 -5.292
H 14.101 -11.602 -5.812
H 15.745 -11.388 -6.338
H 15.201 -11.651 -8.736
H 13.964 -10.623 -8.052
H 13.181 -12.878 -9.383
H 12.393 -12.455 -7.877
O 23.301 -18.911 -15.102
S 22.773 -19.626 -13.933
O 23.151 -21.007 -13.616
C 23.063 -18.645 -12.332
C 21.864 -17.774 -12.159
C 20.626 -18.422 -12.678
C 20.920 -19.366 -13.819
H 24.051 -18.186 -12.339
H 23.006 -19.339 -11.493
H 21.764 -17.401 -11.139
H 21.936 -16.920 -12.833
H 19.840 -17.746 -13.013
H 20.211 -18.889 -11.785
H 20.618 -19.212 -14.854
H 20.506 -20.305 -13.450
O 11.127 -7.123 -21.794
S 11.937 -6.122 -22.538
O 11.983 -4.702 -22.149
C 13.662 -6.725 -22.686
C 13.961 -6.951 -24.124
C 13.034 -6.149 -25.094
C 11.676 -6.327 -24.458
H 13.626 -7.728 -22.262
H 14.301 -6.058 -22.107
H 14.991 -6.702 -24.378
H 13.846 -8.017 -24.321
H 13.219 -6.472 -26.118
H 13.273 -5.085 -25.105
H 11.258 -7.328 -24.561
H 10.889 -5.605 -24.675
O 12.480 -15.970 -19.843
S 13.240 -15.185 -18.904
O 14.212 -14.225 -19.404
C 12.017 -14.500 -17.652
C 12.560 -14.892 -16.302
C 13.173 -16.276 -16.451
C 14.099 -16.226 -17.605
H 11.017 -14.910 -17.796
H 12.047 -13.412 -17.710
H 13.322 -14.170 -16.008
H 11.774 -14.940 -15.548
H 12.356 -16.992 -16.543
H 13.651 -16.622 -15.535
H 14.299 -17.227 -17.989
H 15.015 -15.718 -17.303
O 6.076 -14.921 -10.826
S 4.685 -15.232 -10.577
O 4.120 -16.521 -10.955
C 4.198 -14.867 -8.774
C 2.926 -13.952 -8.817
C 3.038 -13.018 -10.056
C 3.533 -13.948 -11.205
H 4.954 -14.140 -8.478
H 4.167 -15.740 -8.122
H 1.993 -14.515 -8.827
H 2.965 -13.316 -7.933
H 3.807 -12.266 -9.882
H 2.143 -12.531 -10.443
H 3.951 -13.403 -12.052
H 2.708 -14.591 -11.510
O 13.488 -21.965 -11.779
S 12.560 -22.833 -11.057
O 13.068 -24.105 -10.546
C 11.554 -21.803 -9.852
C 10.576 -21.156 -10.851
C 10.060 -22.109 -11.936
C 11.235 -23.095 -12.311
H 12.319 -21.383 -9.199
H 11.039 -22.587 -9.297
H 9.752 -20.734 -10.275
H 11.013 -20.260 -11.291
H 9.632 -21.470 -12.709
H 9.146 -22.598 -11.597
H 11.740 -23.116 -13.277
H 10.851 -24.095 -12.107
O 20.101 -11.350 -16.394
S 21.224 -11.572 -17.304
O 21.466 -12.902 -17.858
C 21.246 -10.157 -18.530
C 22.293 -9.146 -18.101
C 23.383 -9.999 -17.453
C 22.727 -10.938 -16.403
H 20.245 -9.752 -18.683
H 21.606 -10.663 -19.426
H 22.639 -8.435 -18.852
H 21.800 -8.500 -17.375
H 24.131 -9.347 -17.001
H 23.972 -10.556 -18.181
H 22.336 -10.286 -15.622
H 23.345 -11.742 -16.005
*
```

Results
orbital gap = 10.35 eV
relative energy (zero: lowest compared OMol25 entry of this formula, charge and spin) = 338.5 kJ/mol
lowest unoccupied orbital energy = 0.4 eV
SMILES = CCOP(=O)(OCC)OCC.CCOP(=O)(OCC)OCC.CCOP(=O)(OCC)OCC.CCOP(=O)(OCC)OCC.O=S1(=O)CCCC1.O=S1(=O)CCCC1.O=S1(=O)CCCC1.O=S1(=O)CCCC1.O=S1(=O)CCCC1.O=S1(=O)CCCC1.O=S1(=O)CCCC1.O=S1(=O)CCCC1



# 2
The following is a DFT calculation (wB97M-V/def2-TZVPD) of C56H125B3F12HgN6O as an isolated structure in a non-equilibrium geometry.

Structure (ORCA input):
```
! RIJCOSX wB97M-V def2-TZVPD def2/J DEFGRID3
* xyz 4 1
Hg 0.799 -1.079 0.829
C -1.923 -2.597 3.315
C -1.086 -3.569 2.537
O -0.001 -3.094 1.805
H -2.609 -1.985 2.730
H -1.413 -1.835 3.904
H -2.655 -3.205 3.847
H -1.845 -4.159 2.023
H -0.644 -4.279 3.236
C -3.037 1.854 2.968
C -4.198 2.849 3.232
C -4.353 4.004 2.230
N -5.353 5.080 2.627
C -5.047 6.396 1.719
C -3.756 7.145 2.013
C -3.430 7.410 3.512
C -3.836 6.243 4.436
C -5.289 5.667 4.091
C -6.790 4.608 2.329
H -2.092 2.341 2.729
H -3.274 1.108 2.210
H -2.730 1.260 3.829
H -4.220 3.309 4.220
H -5.153 2.326 3.186
H -4.591 3.570 1.259
H -3.381 4.496 2.276
H -5.080 6.004 0.703
H -5.939 7.004 1.875
H -2.911 6.707 1.481
H -3.856 8.065 1.436
H -2.344 7.311 3.522
H -3.627 8.427 3.849
H -3.105 5.446 4.307
H -3.623 6.455 5.484
H -5.739 4.941 4.768
H -6.056 6.433 4.211
H -6.789 3.722 2.964
H -6.808 4.314 1.280
H -7.588 5.242 2.716
C -3.621 -3.298 -0.391
C -4.383 -2.177 -1.131
C -5.262 -1.348 -0.233
N -5.982 -0.267 -0.977
C -6.424 0.918 0.040
C -7.534 0.470 1.041
C -8.682 -0.207 0.283
C -8.274 -1.210 -0.784
C -7.166 -0.807 -1.694
C -5.154 0.465 -2.100
H -3.969 -4.263 -0.760
H -3.764 -3.403 0.685
H -2.595 -3.276 -0.759
H -5.000 -2.828 -1.751
H -3.827 -1.623 -1.887
H -4.564 -0.846 0.437
H -6.034 -1.920 0.281
H -5.545 1.292 0.565
H -6.853 1.716 -0.567
H -7.097 -0.135 1.835
H -8.014 1.295 1.568
H -9.461 -0.609 0.932
H -9.116 0.529 -0.394
H -7.933 -2.146 -0.342
H -9.192 -1.432 -1.327
H -6.785 -1.522 -2.424
H -7.658 -0.128 -2.390
H -5.012 -0.233 -2.925
H -4.273 0.867 -1.599
H -5.719 1.341 -2.418
C 11.087 2.930 -0.251
C 9.549 2.462 -0.220
C 9.620 0.888 -0.442
N 8.364 0.105 -0.086
C 8.051 0.369 1.397
C 6.598 -0.140 1.771
C 5.529 0.325 0.839
C 5.810 0.048 -0.674
C 7.183 0.632 -1.044
C 8.678 -1.427 -0.247
H 11.670 2.474 -1.051
H 11.610 2.510 0.607
H 11.110 4.016 -0.337
H 9.038 2.920 -1.067
H 9.104 2.780 0.723
H 10.320 0.404 0.239
H 9.807 0.567 -1.467
H 7.910 1.440 1.546
H 8.787 0.070 2.143
H 6.408 0.261 2.767
H 6.687 -1.226 1.793
H 5.175 1.342 1.008
H 4.673 -0.267 1.164
H 4.986 0.448 -1.265
H 5.890 -0.983 -1.018
H 7.059 1.702 -0.877
H 7.565 0.513 -2.058
H 9.002 -1.544 -1.281
H 7.678 -1.840 -0.115
H 9.404 -1.851 0.447
C 0.414 -2.920 -8.652
C -0.535 -3.169 -7.476
C 0.059 -3.788 -6.190
N -0.665 -3.493 -4.873
C -2.163 -3.990 -4.927
C -2.371 -5.533 -4.951
C -1.525 -6.283 -3.910
C -0.073 -5.806 -3.833
C 0.164 -4.253 -3.706
C -0.619 -1.954 -4.508
H 0.995 -3.804 -8.915
H 1.122 -2.137 -8.380
H -0.035 -2.532 -9.565
H -1.442 -3.736 -7.687
H -0.997 -2.225 -7.186
H 1.085 -3.469 -6.006
H -0.009 -4.867 -6.327
H -2.785 -3.440 -5.633
H -2.548 -3.670 -3.958
H -2.405 -5.776 -6.013
H -3.390 -5.757 -4.638
H -1.721 -7.343 -4.070
H -1.912 -6.050 -2.918
H 0.516 -6.157 -4.681
H 0.340 -6.312 -2.961
H 1.187 -3.895 -3.820
H -0.060 -3.876 -2.709
H 0.401 -1.604 -4.665
H -1.108 -1.692 -3.570
H -1.320 -1.514 -5.218
C 0.424 -4.698 6.509
C 1.403 -3.972 5.599
C 2.671 -4.982 5.395
N 3.770 -4.397 4.480
C 4.918 -5.407 4.589
C 6.397 -5.079 4.068
C 6.689 -3.587 4.449
C 5.571 -2.567 4.339
C 4.226 -2.989 4.986
C 3.208 -4.208 3.091
H -0.476 -4.731 5.895
H 0.232 -4.186 7.452
H 0.694 -5.731 6.731
H 1.747 -3.028 6.022
H 0.909 -3.688 4.670
H 2.442 -5.972 5.000
H 3.159 -4.944 6.369
H 5.027 -5.781 5.607
H 4.558 -6.297 4.074
H 7.210 -5.763 4.310
H 6.395 -5.072 2.978
H 7.108 -3.523 5.453
H 7.400 -3.343 3.659
H 5.884 -1.624 4.787
H 5.380 -2.308 3.298
H 4.314 -3.082 6.068
H 3.530 -2.205 4.687
H 2.268 -3.661 3.015
H 3.196 -5.164 2.568
H 3.930 -3.595 2.550
C -0.767 6.935 -0.316
C -0.829 5.544 -0.827
C -0.593 5.516 -2.355
N -0.043 4.171 -2.765
C 0.352 4.176 -4.348
C -0.916 4.282 -5.247
C -2.000 3.190 -4.888
C -2.252 3.051 -3.365
C -0.926 2.918 -2.553
C 1.296 3.721 -2.007
H 0.279 7.191 -0.484
H -0.909 6.849 0.761
H -1.490 7.620 -0.760
H -1.819 5.115 -0.671
H -0.165 4.844 -0.319
H 0.221 6.190 -2.624
H -1.440 5.852 -2.952
H 0.990 5.023 -4.602
H 0.826 3.218 -4.561
H -1.435 5.205 -4.991
H -0.536 4.215 -6.267
H -2.930 3.445 -5.395
H -1.701 2.287 -5.420
H -2.784 3.961 -3.086
H -3.010 2.275 -3.261
H -1.076 2.808 -1.479
H -0.220 2.188 -2.949
H 2.029 4.527 -2.051
H 1.805 2.871 -2.463
H 0.890 3.359 -1.063
B 1.914 0.053 2.848
F 2.749 -0.744 2.131
F 0.831 -0.562 3.337
F 2.765 0.497 3.763
F 1.412 0.967 1.965
B -1.516 0.444 -0.018
F -1.640 -0.009 -1.307
F -1.677 -0.510 0.967
F -0.160 0.907 -0.027
F -2.352 1.513 0.174
B 1.991 -1.505 -1.348
F 0.816 -1.991 -1.662
F 1.946 -0.195 -0.998
F 2.432 -2.241 -0.245
F 2.766 -1.620 -2.466
*
```

Results
orbital gap = 7.09 eV
lowest unoccupied orbital energy = -6.9 eV